This record from OMol25 describes ClH2O2P in the gas phase at a distorted geometry. The level of theory is wB97M-V/def2-TZVPD.

Its electronic energy is -953.29575 a.u. As for the energy above the lowest of the compared OMol25 structures with the same formula, charge and spin: 3.9 kcal per mole. The structure (SMILES) is OP(O)Cl. The orbital gap is 10.75 eV.

CARTESIAN COORDINATES (ANGSTROEM)
O (-0.12849, 1.33306, -0.50081)
O (-0.88465, -0.74118, 0.38100)
P (0.37697, 0.29560, 0.58780)
Cl (1.97357, -0.62854, -0.40939)
H (-0.22699, 0.81388, -1.33667)
H (-1.11041, -1.07281, 1.27807)